Record 1
{
  "formula": "C20H27F13OS",
  "method": "ωB97M-V with the def2-TZVPD basis set",
  "symbols": ["S", "F", "F", "F", "F", "F", "F", "F", "F", "F", "F", "F", "F", "F", "O", "C", "C", "C", "C", "C", "C", "C", "C", "C", "C", "C", "C", "C", "C", "C", "C", "C", "C", "C", "C", "H", "H", "H", "H", "H", "H", "H", "H", "H", "H", "H", "H", "H", "H", "H", "H", "H", "H", "H", "H", "H", "H", "H", "H", "H", "H", "H"],
  "coordinates": [[0.508, 1.865, -1.777], [-6.693, 0.091, 0.237], [-1.470, -3.461, -1.708], [-1.518, -1.547, -3.877], [-2.005, -0.066, -2.400], [-4.644, -0.679, -2.406], [-3.914, -3.168, -0.361], [-4.731, 0.999, -1.090], [-2.106, -2.435, 0.440], [-3.181, -2.901, -2.778], [-2.852, 0.087, 0.125], [-4.338, -1.096, 1.003], [-6.454, -1.936, -0.465], [-7.021, -0.379, -1.774], [3.038, 0.615, -2.255], [1.458, -1.303, 1.996], [-0.476, 2.605, 2.540], [-6.270, -0.671, -0.717], [-2.324, -2.436, -1.890], [-3.005, -2.209, -0.514], [2.349, -1.059, 0.751], [2.727, -0.576, -1.575], [0.000, -1.262, -2.205], [-0.158, 2.252, 1.056], [1.370, 2.146, 0.767], [-4.799, -0.330, -1.135], [2.193, 1.869, 2.042], [0.316, -1.006, -0.714], [-1.483, -1.293, -2.546], [2.331, -1.360, 3.273], [-3.698, -0.873, -0.164], [4.373, 1.707, -0.424], [1.732, 1.255, -0.471], [1.654, -0.294, -0.420], [3.074, 1.589, -1.223], [-0.513, -0.433, -0.288], [0.480, -2.195, -2.489], [0.684, 3.198, -1.653], [0.998, -2.285, 1.881], [3.378, -1.497, 2.997], [0.665, -0.563, 2.103], [-0.698, 1.351, 0.773], [-0.597, 3.070, 0.492], [-1.475, 3.037, 2.583], [-0.384, 1.695, 3.130], [2.064, -2.184, 3.935], [2.274, -0.453, 3.875], [0.284, -1.977, -0.226], [3.643, -0.764, -0.992], [2.351, 2.827, 2.543], [2.698, -2.024, 0.385], [5.184, 2.017, -1.082], [4.275, 2.389, 0.416], [0.422, -0.517, -2.879], [4.685, 0.745, -0.007], [0.211, 3.374, 2.887], [1.702, 1.231, 2.770], [2.649, -1.497, -2.149], [3.204, -0.459, 1.057], [3.184, 1.462, 1.861], [1.648, 3.162, 0.462], [3.004, 2.551, -1.730]],
  "lowdin_charge": [0.913, 0.226, 0.148, 0.119, 0.119, 0.182, 0.179, 0.175, 0.171, 0.174, 0.178, 0.155, 0.217, 0.181, -0.112, -0.224, -0.091, -0.622, -0.363, -0.363, -0.148, -0.153, -0.091, -0.244, -0.329, -0.353, -0.065, -0.131, -0.440, -0.096, -0.358, -0.016, -0.464, -0.330, -0.385, 0.088, 0.128, -0.085, 0.101, 0.072, 0.098, 0.071, 0.084, 0.072, 0.065, 0.067, 0.059, 0.109, 0.103, 0.086, 0.130, 0.089, 0.075, 0.103, 0.074, 0.069, 0.045, 0.138, 0.086, 0.062, 0.126, 0.124],
  "smiles": "CCC[C@]1(CCC(F)(F)C(F)(F)C(F)(F)C(F)(F)C(F)(F)C(F)(F)F)CO[C@H](C)[C@]1(S)[C@H](C)CC",
  "total_energy_ha": -2549.9141
}


Record 2
{
  "formula": "C20H27F2N3O3",
  "method": "ωB97M-V with the def2-TZVPD basis set",
  "symbols": ["F", "F", "O", "O", "O", "N", "N", "N", "C", "C", "C", "C", "C", "C", "C", "C", "C", "C", "C", "C", "C", "C", "C", "C", "C", "C", "C", "C", "H", "H", "H", "H", "H", "H", "H", "H", "H", "H", "H", "H", "H", "H", "H", "H", "H", "H", "H", "H", "H", "H", "H", "H", "H", "H", "H"],
  "coordinates": [[0.592, -2.539, -2.564], [4.335, 0.306, -2.216], [-5.074, 3.992, 3.188], [2.220, -1.297, 0.956], [-2.600, 0.434, -0.451], [-2.474, 3.029, 2.552], [-1.312, 0.136, 1.386], [0.704, -0.721, -0.602], [-1.267, 2.241, 2.717], [-2.423, -1.784, 0.476], [1.887, -2.245, -2.828], [5.963, -1.357, -3.730], [-3.928, 4.770, 3.427], [-2.706, 3.893, 3.697], [2.611, -3.136, -3.596], [-0.859, 1.510, 1.430], [4.537, -1.696, -3.430], [-0.667, -0.838, 2.234], [-2.129, -0.300, 0.400], [3.764, -0.834, -2.660], [-4.859, 3.138, 2.088], [1.678, -0.091, -1.462], [-0.048, -1.952, 1.370], [-3.657, 2.220, 2.309], [-1.148, -2.638, 0.550], [2.436, -1.071, -2.328], [1.077, -1.317, 0.548], [3.933, -2.857, -3.890], [-3.863, 1.547, 3.162], [-3.025, -2.061, -0.390], [-1.388, -1.280, 2.932], [-0.789, -2.856, -0.456], [-1.367, 1.509, 3.540], [-3.029, -1.948, 1.370], [6.423, -2.130, -4.338], [-1.830, 4.527, 3.847], [-0.470, 2.938, 2.987], [0.113, -0.341, 2.813], [-5.771, 2.552, 1.969], [1.163, 0.641, -2.092], [6.021, -0.406, -4.257], [0.232, 1.519, 1.338], [2.133, -4.034, -3.953], [4.504, -3.551, -4.487], [-3.722, 5.410, 2.555], [0.441, -2.668, 2.035], [-0.236, -0.810, -0.951], [-1.400, -3.596, 1.008], [6.524, -1.252, -2.803], [-4.153, 5.395, 4.293], [-2.880, 3.306, 4.617], [-1.292, 2.026, 0.571], [-4.686, 3.735, 1.181], [-3.510, 1.625, 1.409], [2.402, 0.430, -0.828]],
  "lowdin_charge": [0.062, 0.084, -0.133, 0.081, 0.049, -0.171, -0.063, 0.087, -0.172, -0.076, -0.213, -0.033, -0.202, -0.177, -0.006, -0.114, -0.208, -0.101, -0.501, -0.178, -0.190, -0.084, -0.184, -0.158, -0.125, -0.052, -0.463, -0.032, 0.135, 0.125, 0.134, 0.103, 0.125, 0.126, 0.078, 0.123, 0.121, 0.137, 0.127, 0.144, 0.086, 0.126, 0.118, 0.115, 0.127, 0.149, 0.125, 0.118, 0.088, 0.124, 0.130, 0.130, 0.130, 0.102, 0.129],
  "smiles": "Cc1ccc(F)c(CNC(=O)[C@@H]2CCC(=O)N(CCN3CCOCC3)C2)c1F",
  "relative_energy_ev": 0.2415
}